{"formula": "C19H14AuBr2N6O2", "method": "the ωB97M-V functional and the def2-TZVPD basis", "elements": ["Au", "Br", "C", "C", "C", "Br", "C", "C", "C", "C", "N", "C", "C", "O", "H", "H", "H", "H", "C", "C", "O", "N", "C", "C", "C", "C", "C", "C", "N", "H", "H", "H", "H", "H", "H", "H", "H", "H", "H", "N", "C", "N", "C", "N"], "positions_angstrom": [[-0.654284, -0.203966, -1.372241], [-0.118784, 4.854634, -1.131441], [1.282216, 3.607934, -1.202341], [2.614216, 3.992434, -1.152441], [3.618016, 3.042334, -1.151141], [5.412216, 3.610734, -1.016641], [3.321716, 1.652734, -1.237041], [4.275416, 0.618534, -1.201841], [3.862016, -0.687566, -1.324641], [2.501716, -0.962866, -1.496441], [1.601716, -0.008866, -1.494241], [1.961516, 1.275034, -1.352141], [0.894016, 2.245434, -1.292741], [-0.321984, 1.902534, -1.295341], [2.858016, 5.043534, -1.094241], [5.324116, 0.856934, -1.082441], [4.571916, -1.496266, -1.295841], [2.139216, -1.970166, -1.648141], [-4.831784, -1.214066, -0.556241], [-3.631384, -0.327566, -0.395441], [-2.897284, -0.101066, -1.362141], [-3.441684, 0.200434, 0.819059], [-2.386784, 1.141134, 1.155859], [-1.248484, 0.429234, 1.847259], [-1.101584, 0.466234, 3.230559], [-0.093084, -0.276466, 3.825159], [0.728616, -1.052966, 3.022059], [0.506916, -1.037866, 1.656159], [-0.445484, -0.312266, 1.089259], [-4.816484, -1.627166, -1.560441], [-5.756284, -0.658466, -0.417541], [-4.812284, -2.025866, 0.167259], [-4.065784, -0.062966, 1.566959], [-2.804184, 1.905934, 1.814759], [-2.045584, 1.610634, 0.229359], [-1.780184, 1.054334, 3.830759], [0.033916, -0.270466, 4.897459], [1.514216, -1.658666, 3.443859], [1.095216, -1.647466, 0.986359], [0.135216, -6.588766, -1.107941], [-0.362384, -5.549466, -1.120041], [-0.935184, -4.407366, -1.036541], [-0.843884, -3.242266, -1.417441], [-0.857284, -2.119866, -1.767041]], "atomic_forces_ev_per_a": [[1.710, 1.974, -0.235], [0.111, 0.175, 0.014], [-1.032, -1.573, -0.073], [0.754, -0.478, 0.012], [-0.272, 0.098, 0.009], [-0.021, 0.000, 0.000], [0.018, 0.555, -0.086], [-0.165, -0.328, -0.072], [0.084, 0.385, 0.014], [-0.103, -0.560, -0.103], [-1.932, -1.136, 0.092], [-0.602, 2.127, 0.175], [4.039, 1.382, 0.279], [-3.681, -2.827, -0.227], [0.036, 0.007, 0.009], [-0.037, 0.009, -0.006], [0.020, -0.149, -0.052], [0.031, -0.059, 0.022], [0.000, 0.016, -0.381], [-0.847, -0.133, 1.552], [1.823, 0.040, -1.110], [-0.037, -0.135, -0.234], [0.294, 0.109, 0.001], [-0.113, 0.128, 0.592], [-0.016, 0.017, -0.201], [0.005, -0.097, -0.153], [-0.094, 0.128, 0.028], [0.142, -0.168, 0.219], [-0.255, 0.044, -0.222], [-0.044, -0.043, 0.022], [-0.022, 0.113, 0.041], [0.073, -0.046, 0.091], [-0.098, -0.107, -0.184], [0.044, -0.034, -0.161], [-0.034, 0.105, 0.235], [-0.007, 0.091, 0.026], [0.018, 0.031, 0.061], [0.068, -0.064, 0.006], [0.178, -0.060, -0.036], [0.062, -0.252, -0.086], [1.095, -1.349, -0.053], [-1.420, 1.977, 0.053], [0.446, -1.468, 0.908], [-0.219, 1.553, -0.788]], "lowdin_charge": [1.307, 0.840, -0.598, -0.145, -0.614, 0.825, -0.175, 0.010, -0.010, -0.097, 0.040, -0.146, -0.420, -0.180, 0.109, 0.094, 0.120, 0.120, 0.036, -0.480, -0.041, 0.108, -0.095, -0.254, 0.003, -0.026, -0.027, -0.119, 0.045, 0.098, 0.101, 0.101, 0.165, 0.139, 0.101, 0.121, 0.121, 0.116, 0.101, 0.148, -0.362, 0.132, -0.296, -0.015], "charge": 1, "gap_ev": [4.32, 4.32], "spin_multiplicity": 1, "homo_ev": [-10.9, -10.9], "e_lumo_ev": [-6.58, -6.58]}